# 1
{
  "formula": "C17H20N4O",
  "method": "the ωB97M-V functional and the def2-TZVPD basis",
  "symbols": ["C", "C", "C", "N", "C", "O", "C", "C", "C", "C", "N", "C", "N", "C", "C", "C", "C", "C", "C", "N", "C", "C", "H", "H", "H", "H", "H", "H", "H", "H", "H", "H", "H", "H", "H", "H", "H", "H", "H", "H", "H", "H"],
  "xyz": [[2.25624, -0.97968, 0.94825], [0.80472, -0.69038, 1.67354], [-0.26872, -1.29548, 0.85027], [-0.64342, -0.47941, -0.27752], [-0.89085, -1.04120, -1.54487], [-1.18573, -2.19141, -1.53914], [-0.47829, -0.29476, -2.72033], [-0.87972, -0.79964, -3.98286], [-0.24742, -0.18461, -5.11720], [0.80120, 0.69243, -5.06678], [1.27078, 1.01049, -3.77517], [0.43027, 0.78563, -2.74408], [0.39175, 1.76235, -1.90036], [-0.43824, 1.96609, -0.83441], [-0.72477, 3.31386, -0.50429], [-1.57213, 3.55974, 0.57679], [-2.20880, 2.46422, 1.18451], [-1.90894, 1.04416, 0.93919], [-1.02448, 0.86644, -0.07070], [0.96539, -1.27229, 3.09591], [1.11124, -2.75465, 3.21447], [0.16877, -0.61185, 4.22136], [2.55246, -0.33147, 0.07761], [3.04852, -0.79970, 1.69240], [2.34973, -2.02784, 0.51691], [0.63667, 0.35008, 1.82140], [-0.13049, -2.33538, 0.74592], [-1.17476, -1.42708, 1.46795], [-1.78048, -1.40517, -3.98551], [-0.59300, -0.38866, -6.07935], [1.31084, 0.95401, -6.00562], [1.81289, 1.82382, -3.66881], [-0.28408, 3.96857, -1.28350], [-1.84236, 4.54628, 0.95392], [-2.92207, 2.60014, 1.97602], [-2.32852, 0.20887, 1.55129], [1.90163, -3.18770, 2.59154], [1.59745, -2.93803, 4.21510], [0.09734, -3.27106, 3.14036], [-0.91194, -0.59635, 4.13034], [0.49260, 0.43918, 4.26924], [0.43869, -1.05254, 5.24622]],
  "homo_ev": -7.39,
  "smiles": "C[C@@H](CN1C(=O)C2=CC=CNC2=Nc2ccccc21)N(C)C",
  "gap_ev": 6.9,
  "relative_energy_kj_mol": 462.42,
  "energy_ev": -25958.189,
  "multiplicity": 1
}


# 2
{
  "formula": "C38H77Cl22NO3S2",
  "method": "the ωB97M-V functional and the def2-TZVPD basis",
  "symbols": ["C", "C", "C", "C", "C", "C", "C", "C", "N", "C", "C", "C", "C", "C", "C", "C", "C", "C", "S", "S", "C", "C", "C", "C", "C", "O", "C", "C", "O", "C", "O", "C", "C", "H", "H", "H", "H", "H", "H", "H", "H", "H", "H", "H", "H", "H", "H", "H", "H", "H", "H", "H", "H", "H", "H", "H", "H", "H", "H", "H", "H", "H", "H", "H", "H", "H", "H", "H", "H", "H", "H", "H", "H", "H", "H", "H", "H", "H", "H", "H", "H", "H", "H", "H", "H", "H", "H", "H", "Cl", "C", "Cl", "H", "H", "Cl", "C", "Cl", "H", "H", "Cl", "C", "Cl", "H", "H", "Cl", "C", "Cl", "H", "H", "Cl", "C", "Cl", "H", "H", "Cl", "C", "Cl", "H", "H", "Cl", "C", "Cl", "H", "H", "Cl", "C", "Cl", "H", "H", "Cl", "C", "Cl", "H", "H", "Cl", "C", "Cl", "H", "H", "Cl", "C", "Cl", "H", "H"],
  "xyz": [[4.73330, 3.41131, 1.66521], [4.75159, 2.41303, 2.84266], [3.78815, 1.22512, 2.58900], [2.39232, 1.44809, 3.21146], [1.44688, 0.19750, 3.12058], [1.83515, -0.78256, 1.99935], [0.72057, -1.81582, 1.74982], [0.50118, -2.12126, 0.23837], [0.61859, -3.52792, -0.15105], [1.83881, -4.16524, 0.35587], [3.12837, -3.40401, -0.01681], [3.18997, -2.91401, -1.49820], [3.69425, -1.42700, -1.53918], [2.65936, -0.48691, -2.19009], [3.26540, 0.79285, -2.80154], [2.20890, 1.67689, -3.56230], [0.75827, 1.15994, -3.49348], [-0.53568, -4.24117, 0.08401], [-0.78752, -5.77690, -0.46410], [-1.88494, -3.47692, 1.01003], [-3.29775, -3.64339, -0.14012], [-4.41649, -2.63485, 0.24023], [-4.99925, -2.07676, -1.06586], [-6.31439, -1.28736, -0.85449], [-7.04204, -1.24469, -2.22997], [-5.91552, 0.00740, -0.41438], [-6.87070, 0.64641, 0.36516], [-7.07947, 0.01617, 1.77577], [-6.07499, -0.88748, 2.15031], [-5.04346, -0.25112, 2.90962], [-8.13396, 0.77130, -0.25419], [-8.56840, 2.12271, -0.34250], [-9.78097, 2.18144, -1.27405], [4.04504, 4.21483, 1.94097], [4.42386, 2.95140, 0.72578], [5.70326, 3.88265, 1.51082], [5.75340, 1.99516, 2.96373], [4.48215, 2.93649, 3.76158], [4.21384, 0.26552, 2.87954], [3.63236, 1.20714, 1.50638], [2.53862, 1.68485, 4.27071], [1.93776, 2.31684, 2.72652], [0.44729, 0.58307, 2.86740], [1.43409, -0.25666, 4.11299], [2.76920, -1.25403, 2.30956], [2.02973, -0.17381, 1.11467], [0.82809, -2.70152, 2.37508], [-0.19448, -1.31636, 2.08915], [-0.44373, -1.68178, -0.06731], [1.25872, -1.56379, -0.31580], [1.83539, -4.33460, 1.43984], [1.91375, -5.15336, -0.07984], [3.34821, -2.61436, 0.69871], [3.94437, -4.12878, 0.07953], [3.89341, -3.51713, -2.06997], [2.19582, -2.87797, -1.94726], [3.92389, -1.05084, -0.53828], [4.62467, -1.34838, -2.11472], [1.93753, -0.13683, -1.44756], [2.13372, -1.04127, -2.98043], [4.06287, 0.50313, -3.48936], [3.68619, 1.42266, -2.01194], [2.18886, 2.69203, -3.16670], [2.49627, 1.66952, -4.61577], [0.40258, 1.01549, -2.47136], [0.66727, 0.18619, -3.97723], [0.09969, 1.88063, -3.98119], [-2.94749, -3.36923, -1.13829], [-3.66102, -4.66589, -0.21572], [-5.19849, -3.21289, 0.73939], [-4.05326, -1.87270, 0.92430], [-5.21035, -2.90209, -1.74864], [-4.25077, -1.40960, -1.50399], [-6.88341, -1.86105, -0.11987], [-7.26688, -0.22399, -2.52362], [-7.97344, -1.80337, -2.09799], [-6.48513, -1.77105, -3.00397], [-6.49471, 1.66272, 0.52264], [-7.07174, 0.84415, 2.49885], [-8.08347, -0.41221, 1.82838], [-4.65245, 0.58852, 2.32512], [-5.48531, 0.08132, 3.85563], [-4.28267, -1.01208, 3.08067], [-8.86887, 2.45617, 0.65749], [-7.79503, 2.77782, -0.75570], [-9.97622, 3.21139, -1.56727], [-9.57525, 1.61148, -2.18160], [-10.64812, 1.77016, -0.75214], [3.88311, -8.13706, -4.66176], [3.80312, -7.01401, -3.29850], [5.15524, -7.25045, -2.17955], [3.85648, -6.00227, -3.67812], [2.87196, -7.17330, -2.76461], [10.05042, -5.87742, -4.07039], [8.41376, -5.84761, -3.40176], [7.96916, -4.22510, -2.85244], [7.71538, -6.15985, -4.16928], [8.36635, -6.52798, -2.55950], [6.26352, 6.23661, 3.13435], [6.97995, 7.06483, 1.74691], [5.91322, 7.01403, 0.33919], [7.15976, 8.10012, 2.01166], [7.91425, 6.57783, 1.49161], [3.19053, 5.76930, -1.57138], [1.53508, 5.40736, -1.07047], [0.60549, 4.68244, -2.38514], [1.56359, 4.71518, -0.23652], [1.05366, 6.33128, -0.77193], [8.71890, 6.88655, -1.58689], [7.84636, 8.18686, -2.40557], [8.93022, 9.49676, -2.88886], [7.37046, 7.78201, -3.29105], [7.09889, 8.58273, -1.72817], [10.21333, -2.17034, 1.01402], [10.05211, -3.78900, 0.32255], [8.47133, -4.49400, 0.67602], [10.16901, -3.72279, -0.75376], [10.82028, -4.42688, 0.74361], [-12.98487, 1.77358, -0.14051], [-13.78951, 3.16539, -0.88484], [-12.64887, 4.36522, -1.49815], [-14.39678, 2.81181, -1.70958], [-14.41630, 3.63872, -0.13847], [-2.97001, -2.52546, 4.37153], [-4.23973, -3.41027, 5.22478], [-4.78109, -2.54369, 6.66693], [-5.08381, -3.53720, 4.55584], [-3.85007, -4.37646, 5.52242], [3.78306, -4.02874, -5.39948], [4.15005, -2.30072, -5.32075], [2.71030, -1.27438, -5.39089], [4.68872, -2.09126, -4.40257], [4.76879, -2.06082, -6.17739], [-1.18980, 3.62925, 3.49778], [-1.28380, 2.29777, 4.65993], [-2.19452, 0.93964, 3.99976], [-0.27773, 1.96845, 4.89680], [-1.78210, 2.64821, 5.55644], [-5.61687, 3.59372, 4.44729], [-4.72408, 4.50796, 3.22451], [-5.64250, 4.65213, 1.72026], [-4.52358, 5.50148, 3.60845], [-3.79498, 3.99134, 3.01855]],
  "homo_ev": -7.91,
  "smiles": "CCCCCCCCN(CCCCCCCC)C(=S)SCCC[C@H](C)O[C@H](COC)OCC.ClCCl.ClCCl.ClCCl.ClCCl.ClCCl.ClCCl.ClCCl.ClCCl.ClCCl.ClCCl.ClCCl",
  "gap_ev": 8.1,
  "energy_ev": -345449.196,
  "multiplicity": 1
}


# 3
{
  "formula": "C3H4O3",
  "method": "the ωB97M-V functional and the def2-TZVPD basis",
  "symbols": ["O", "C", "C", "O", "C", "O", "H", "H", "H", "H"],
  "xyz": [[1.32169, 1.25232, -0.27137], [1.49170, -0.00132, 0.09077], [0.35184, -0.89316, -0.10546], [-0.80162, -0.34543, -0.73620], [-1.59459, 0.36753, 0.07165], [-1.43673, 0.52155, 1.25409], [2.24671, 1.32429, 0.05621], [0.71767, -1.71091, -0.73362], [0.12797, -1.29005, 0.89291], [-2.42464, 0.77516, -0.51898]],
  "homo_ev": -9.05,
  "gap_ev": 9.9,
  "relative_energy_kj_mol": 355.07,
  "energy_ev": -9315.021,
  "multiplicity": 1
}


# 4
{
  "formula": "C22H22FN3O4S",
  "method": "the ωB97M-V functional and the def2-TZVPD basis",
  "symbols": ["C", "C", "O", "C", "C", "C", "C", "N", "C", "C", "O", "N", "C", "C", "C", "C", "C", "N", "C", "S", "O", "O", "C", "C", "C", "C", "F", "C", "C", "C", "C", "H", "H", "H", "H", "H", "H", "H", "H", "H", "H", "H", "H", "H", "H", "H", "H", "H", "H", "H", "H", "H", "H"],
  "xyz": [[-4.18320, -3.59521, 0.50281], [-3.00366, -4.44502, 0.03905], [-1.76833, -3.99440, 0.55930], [-1.18444, -2.87858, 0.04297], [-1.61767, -2.16761, -1.06901], [-0.92912, -1.04696, -1.50394], [0.21457, -0.60849, -0.84592], [0.94035, 0.52252, -1.26392], [0.59769, 1.20865, -2.49715], [-0.71967, 1.98697, -2.33404], [-1.74600, 1.66056, -2.89620], [-0.61177, 3.02687, -1.49115], [-1.76450, 3.58192, -0.80531], [-1.82964, 2.97374, 0.57190], [-2.06071, 1.61009, 0.72116], [-2.00467, 1.05067, 1.98374], [-1.72423, 1.88433, 3.05609], [-1.52021, 3.18282, 2.93105], [-1.56206, 3.70769, 1.72025], [1.77745, 1.39143, -0.10258], [1.06837, 1.43139, 1.13872], [2.12511, 2.65252, -0.70432], [3.30764, 0.48067, 0.10832], [3.84911, 0.36263, 1.37558], [5.05759, -0.29092, 1.54267], [5.69148, -0.80429, 0.42258], [6.86367, -1.44103, 0.57569], [5.15888, -0.68494, -0.85132], [3.95029, -0.02832, -1.00441], [0.66273, -1.33689, 0.25465], [-0.02922, -2.44363, 0.69473], [-5.10963, -4.01547, 0.12129], [-4.08824, -2.57125, 0.15005], [-4.22233, -3.58193, 1.58913], [-2.96680, -4.49876, -1.05593], [-3.10370, -5.46196, 0.42882], [-2.49797, -2.46286, -1.61736], [-1.31621, -0.51809, -2.35880], [1.41160, 1.90137, -2.71515], [0.50246, 0.47831, -3.30419], [0.28999, 3.20246, -1.06394], [-1.66752, 4.66867, -0.75135], [-2.64658, 3.31838, -1.39561], [-2.26962, 0.99809, -0.14526], [-2.16080, -0.00712, 2.12827], [-1.66041, 1.49781, 4.06480], [-1.37374, 4.77314, 1.66586], [3.30903, 0.77657, 2.21246], [5.50889, -0.40444, 2.51526], [5.68818, -1.09894, -1.69454], [3.50170, 0.08598, -1.97785], [1.55051, -1.02972, 0.78005], [0.31537, -2.99945, 1.55196]],
  "homo_ev": -8.19,
  "smiles": "CCOc1ccc(N(CC(=O)NCc2cccnc2)S(=O)(=O)c2ccc(F)cc2)cc1",
  "gap_ev": 8.6,
  "relative_energy_kj_mol": 21.47,
  "energy_ev": -49383.786,
  "multiplicity": 1
}